[1]
The following is a quantum chemistry calculation of a 3-piece molecular cluster, C22H41N7O6P2 overall at a distorted geometry, from the Open Molecules 2025 dataset.

Output
SMILES = O=NOc1ccc2c(c1)C(=O)C=CC2=O.CN(C)P(=O)(N(C)C)N(C)C.CN(C)P(=O)(N(C)C)N(C)C
Highest occupied orbital energy = -8.03 eV
Orbital gap = 6.2058 eV

Geometry as ORCA input:
```
! RIJCOSX wB97M-V def2-TZVPD def2/J DEFGRID3
* xyz 0 1
H -2.5915 7.7150 -2.4463
H 0.4682 -5.2398 5.9879
H -4.3249 -2.8516 -0.7977
N 1.5410 -3.1027 2.2980
C 1.6430 -3.3085 0.8134
O -3.5086 -4.8806 -2.9628
H -0.5276 -6.0854 -2.5826
H -0.1060 1.7828 -1.0077
H 1.2236 -2.4402 0.2784
H -0.8642 -5.1772 4.8437
C -0.6074 -2.1542 -2.8964
C -0.3644 6.9838 -1.4364
H 0.8439 -0.7023 4.2495
H 1.1632 3.8793 0.8667
O -1.6717 0.1767 -3.6234
P -0.1020 -3.3642 2.9459
C 0.0197 3.3248 -4.0151
H -2.2724 -2.7290 4.7736
N 0.5519 -3.6151 4.5823
C 0.2184 -5.0101 4.9480
H -0.2112 2.0933 0.7374
N -0.7795 -1.8999 3.5621
C 0.9968 -1.8246 -3.1016
O -2.6220 4.4161 -1.2167
H 2.0483 4.7304 -3.8123
H -0.7231 -0.0664 4.5999
H 0.6601 6.9986 -1.7790
C -0.1654 -0.9899 4.5213
P -1.2658 4.2767 -1.9508
C -1.1375 -3.7279 -2.6965
C 1.5185 -4.6747 -2.9129
H -0.6456 3.8668 -4.6956
O 3.4904 -2.6819 -1.1051
N 3.7968 -2.0587 -2.1158
H -3.4542 -0.2999 -1.1245
H 0.7350 -5.7227 4.2963
C 1.2345 5.1499 -3.2075
H 1.1259 -4.2142 0.4824
N 0.2932 4.1165 -2.7946
H 0.7694 5.9343 -3.8139
C -2.7868 -3.8756 -2.4608
H -2.7418 -2.5161 3.0878
H 1.1183 5.2382 -0.1983
H -0.3866 6.8168 -0.3425
O 3.4941 -2.7811 -3.2347
H 2.1267 -2.3348 5.1861
H -2.8799 6.7644 -0.9850
H 2.6813 -3.4180 0.4811
H 1.3738 -0.7078 -3.2477
C 0.9419 4.1694 -0.1515
C 2.3652 -1.9047 2.5122
H 0.9339 3.0600 -4.5541
C -0.6070 2.3863 -0.2457
C -0.0909 -4.9943 -2.7178
H -0.4688 2.3762 -3.7459
H -0.6638 8.0251 -1.6069
C 2.0471 -3.1164 -3.0934
C -3.4629 -2.6229 -1.5828
N -0.4168 3.7965 -0.5256
N -1.2330 6.0489 -2.1656
C -2.1778 -2.0676 3.9078
H 1.6935 3.6605 -0.8013
C -2.5835 6.6956 -2.0450
H 2.3209 -5.5585 -2.9159
H -2.6707 -1.1150 4.1496
C -1.7362 -0.9212 -2.8414
H 2.6672 -3.9110 4.4928
H -0.1400 -1.4380 5.5434
H 3.2475 -1.9035 1.8604
H 2.0095 -3.7596 6.1144
H -3.3562 6.1510 -2.5959
H -1.6644 2.1157 -0.2541
H 1.8120 -0.9682 2.3079
H 2.8229 -1.8485 3.4892
C 1.9026 -3.3965 5.0845
O -0.6709 -3.1460 1.5224
H 1.7685 5.5705 -2.3557
C -2.9857 -1.1931 -1.7631
*
```

Atom charges from the Mulliken analysis, given in e for atoms 1 to 8:
1 H 0.35
2 H 0.37
3 H 0.30
4 N 0.10
5 C -1.32
6 O -0.54
7 H 0.32
8 H 0.37


[2]
The following is a quantum chemistry calculation of an isolated molecule of C5H11N, from the Open Molecules 2025 dataset.

Output
SMILES = CCN1C[C@H]1C
Highest occupied orbital energy = -8.80 eV
Relative energy (zero: lowest compared OMol25 entry of this formula, charge and spin) = 1.312 eV
Orbital gap = 9.9866 eV

Geometry as ORCA input:
```
! RIJCOSX wB97M-V def2-TZVPD def2/J DEFGRID3
* xyz 0 1
H 1.1057 -1.3813 1.7863
H 0.3167 -2.4347 -0.4327
C -1.0561 0.5823 0.1203
H 0.7802 -0.8699 -1.2720
H -2.9174 -0.0649 -0.7955
C 0.9333 -0.7385 0.9216
N -0.4735 -0.6861 0.5318
H -0.2827 1.3231 -0.1188
H 1.8272 0.9923 1.8552
H 2.8906 0.1531 0.6992
H 1.6061 1.1957 0.1184
C 1.8579 0.4667 0.8937
H -2.2728 1.4481 -1.4281
C 0.4625 -1.3583 -0.3461
H -1.5172 -0.1063 -1.8944
H -1.6068 0.9632 0.9907
C -1.9941 0.4488 -1.0738
*
```

Atom charges from the Mulliken analysis, given in e for atoms 1 to 8:
1 H 0.33
2 H 0.23
3 C -0.12
4 H 0.27
5 H 0.29
6 C 0.03
7 N -0.28
8 H 0.10


[3]
The following is a quantum chemistry calculation of C10H10Cl3N5PdS as an isolated structure, from the Open Molecules 2025 dataset.

Output
Highest occupied orbital energy = -15.93 eV
Relative energy (zero: lowest compared OMol25 entry of this formula, charge and spin) = 0.204 eV
Orbital gap = 8.3039 eV

Geometry as ORCA input:
```
! RIJCOSX wB97M-V def2-TZVPD def2/J DEFGRID3
* xyz 2 1
N 0.0653 2.7569 0.2968
N -2.0544 -1.0835 -1.6413
H -2.4504 -2.0100 -1.7143
N -3.7026 -0.1794 -2.9561
C 2.9039 -1.7563 1.7227
H 3.5754 -2.4154 2.2557
S -1.8760 1.5448 -2.1560
N -0.9078 -0.9054 -0.9093
H 4.0611 0.0238 2.0666
Cl -0.0073 6.3146 0.3059
H -1.4308 -3.5473 -1.0665
H 2.4377 1.4768 0.8586
H 0.2429 -3.8845 -0.6743
H 1.5492 -3.3289 1.1544
Cl 1.8923 5.1522 2.1886
N 1.1784 -0.0756 0.3873
H -4.1455 -1.0774 -3.0819
Pd -0.3496 0.9417 -0.5441
Cl -0.9634 5.0951 2.7755
C 3.1747 -0.4075 1.6241
C 1.7618 -2.2707 1.1097
C 2.2756 0.4115 0.9490
C 0.9221 -1.4087 0.4375
H -4.1379 0.6160 -3.4000
C 0.1500 3.7625 0.8301
C -2.6025 -0.0022 -2.2512
C -0.6298 -3.3037 -0.3740
C 0.2637 5.0604 1.5116
H -0.9274 -3.6380 0.6224
C -0.2686 -1.8617 -0.3277
*
```

Atom charges from the Mulliken analysis, given in e for atoms 1 to 8:
1 N -0.22
2 N -0.34
3 H 0.19
4 N -0.33
5 C -0.48
6 H 0.46
7 S -0.30
8 N -0.14


[4]
The following is a quantum chemistry calculation of C40H23ClIN10O7V as an isolated structure, from the Open Molecules 2025 dataset.

Output
Highest occupied orbital energy (spin up / spin down) = -4.29 / -5.53 eV
Relative energy (zero: lowest compared OMol25 entry of this formula, charge and spin) = 1.401 eV
<S²> = 3.776
Orbital gap (spin up / spin down) = 6.1005 / 6.9277 eV

Geometry as ORCA input:
```
! RIJCOSX wB97M-V def2-TZVPD def2/J DEFGRID3
* xyz -1 4
C 2.0920 -0.7598 -1.4759
H -3.4922 4.6181 0.6448
H 0.2398 -2.1616 -4.5023
H 3.5176 0.8424 5.0914
O 2.6752 1.9423 2.2730
H -1.3358 1.4987 6.0236
H 0.3179 1.3226 7.9012
H 4.9804 0.1369 -7.1375
H 0.5559 -1.9830 2.6537
O 0.8980 1.6841 -0.9011
O -1.7922 0.0212 -0.5552
C -0.2795 1.3528 5.8409
C 0.7857 -1.7389 -3.6710
V 0.0078 0.3155 0.3704
H -2.8438 -3.9986 -0.1926
C 2.4634 0.9729 5.2910
H 4.2996 0.7770 2.8965
C -5.0180 -0.7137 0.9685
C -4.0778 -0.1579 0.0779
N -0.9955 -1.2580 1.5499
H 3.8360 -0.6342 -2.7403
N -1.4115 -2.9050 -1.1975
O -2.6633 6.2341 -1.5568
H -2.0414 -1.1588 -3.9865
O -0.8525 5.4484 -2.5656
C 0.6452 1.2552 6.8720
C 2.8197 -1.4673 -5.0987
H -4.6826 -3.3737 -1.7408
C -3.2504 -1.7149 2.2810
C -2.6468 4.0349 0.3309
C 2.7866 -0.8841 -2.6848
C -2.7244 -0.3869 0.2322
C -2.2356 -1.8037 -3.1393
N 4.1385 -1.6840 -7.5655
N 0.7794 -1.0439 -1.3928
C 3.9416 0.3493 -0.1645
H 1.9811 -3.3826 -5.6338
C 1.9980 1.0698 6.5966
H -0.2246 4.6663 -2.5118
C 0.1976 1.2553 4.5470
C -1.2149 -2.0981 -2.2383
N 1.8660 -0.4047 0.8272
I -4.7211 1.0359 -1.4852
C -0.5386 1.2748 3.2426
C 2.6310 -2.5705 -5.9283
C 2.6855 -0.3339 -0.2288
C 0.1629 -1.5823 -2.4419
H -3.3930 -2.9346 4.0574
C -4.6264 -1.4793 2.0260
N -1.1975 2.3740 0.3944
N -2.2926 2.8926 0.9405
C 2.1246 -1.3483 -3.8008
C 4.3106 -0.6333 -6.7722
H 2.7016 1.0014 7.4170
C -1.7886 5.4022 -1.6259
C -1.3644 -2.6011 3.4794
C 1.5363 1.0595 4.2671
O -1.7728 1.3236 3.1405
C -0.8449 3.1680 -0.5929
H 3.1774 -3.4860 -7.7846
H -2.6079 2.4509 1.8029
H -6.0698 -0.5246 0.8081
H 3.8543 0.4173 -4.9613
Cl -5.8212 -2.1628 3.0968
C 3.6123 0.8583 2.0441
C 2.4630 -0.1422 2.1122
C 0.3831 2.7561 -1.3363
H -0.9298 -3.1728 4.2874
N 0.3524 1.1410 2.2548
C -3.6756 -3.0136 -1.9133
N 4.4025 0.9801 0.8599
H 4.5288 0.4060 -1.0757
C 1.6817 0.9949 2.7693
H 2.6182 -1.0613 2.6915
C -2.7206 -2.4717 3.3483
C 3.6870 -0.4765 -5.5452
C -0.5215 -1.9503 2.5593
C -2.6517 -3.3489 -1.0394
C 3.3093 -2.6284 -7.1338
O 0.8120 3.4560 -2.2621
N -3.4702 -2.2550 -2.9832
C -2.3300 -1.1548 1.3853
C -1.7365 4.2551 -0.6907
*
```

Atom charges from the Mulliken analysis, given in e for atoms 1 to 8:
1 C 1.02
2 H 0.48
3 H 0.72
4 H 0.38
5 O -0.63
6 H 0.53
7 H 0.40
8 H 0.37


[5]
The following is a quantum chemistry calculation of C38H55BrN2O6PSV as an isolated structure, from the Open Molecules 2025 dataset.

Output
Highest occupied orbital energy (spin up / spin down) = -16.49 / -16.50 eV
Relative energy (zero: lowest compared OMol25 entry of this formula, charge and spin) = 0.000 eV
<S²> = 0.919
Orbital gap (spin up / spin down) = 6.1221 / 7.3158 eV

Geometry as ORCA input:
```
! RIJCOSX wB97M-V def2-TZVPD def2/J DEFGRID3
* xyz 3 2
H 0.0530 0.6408 4.6018
H -3.0943 -2.0438 -1.8236
H -6.0810 -0.0261 5.0236
C 1.5076 -2.7775 -0.5253
C 1.7520 2.6447 0.7817
C 4.9981 6.3264 1.0738
H -0.0648 2.6762 -5.4223
H -4.1429 2.6026 2.2705
C 1.5125 -0.8632 -3.3148
H 1.3343 2.0382 -2.2303
H -1.4543 3.0257 -1.8950
H 3.6009 5.9250 -0.5216
C 6.8193 2.3695 -0.7699
C 0.8064 -1.2470 2.8571
O 0.2475 0.0416 2.6237
S 0.2342 2.1319 0.0599
H -1.5963 1.8379 -5.4269
H -1.0625 3.9165 -3.3645
H 1.7376 1.1919 2.1349
V -0.1719 -0.1616 -0.0617
H 1.6370 1.6077 -3.9165
C -3.1984 0.1645 -4.4493
C -5.1808 1.4211 3.7177
H 4.4208 7.1241 1.5429
C 3.7371 1.7533 2.0830
H 3.5085 4.2134 2.0170
H -0.0766 0.9226 -5.4586
C -0.5859 1.7937 -5.0450
C -5.3950 0.1398 4.2034
C -4.7391 -0.9463 3.6377
C 0.1518 -0.9585 -3.6066
C -1.4176 2.9581 -2.9801
H -2.5674 -0.2234 -5.2458
H -0.9558 1.4947 3.4104
H 2.7688 -3.0449 -5.5695
C -0.8333 -3.1427 -0.7025
C 2.4536 -1.6084 -4.0043
C -3.8583 -0.7580 2.5879
H 4.6955 4.5917 -0.1837
H 0.1084 -2.0171 2.5079
H -3.2730 1.2428 -4.5477
H -1.2772 -1.8632 -4.9561
H 3.5077 -1.5116 -3.7736
C 4.1037 5.3792 0.2827
C 2.5007 -1.6895 -0.2324
H 1.8442 -0.1469 -2.5710
H 2.7482 -1.0955 -1.1015
H 3.4281 -2.0967 0.1685
C 2.1033 -1.2502 2.1067
O -1.7164 -0.0213 0.5137
C -3.6229 0.5287 2.0849
C 0.6953 -2.5472 -5.3444
H 1.7219 -3.3038 -1.4561
H 5.4176 1.7161 -2.2566
H 2.5660 -2.2358 2.1007
H -4.7147 0.3130 -2.3824
H -5.6950 2.2677 4.1508
C -2.7701 -0.2603 -3.0317
Br -3.0686 -2.3418 1.9191
C 3.0571 4.7606 1.1936
H -1.7793 -2.6405 -0.5780
H 3.5800 1.3974 -0.6335
H 0.3731 -3.1894 -6.1532
H -3.5148 1.5372 -1.9858
C -4.3102 1.6095 2.6646
H -4.0603 -1.9330 -3.2587
N 2.1390 3.8523 0.4650
H 6.1914 2.5950 2.5544
H 2.8065 -0.5548 2.5586
C -0.5647 0.5247 3.7104
O -2.7212 1.9954 0.4339
C 0.9964 2.1847 -3.2512
C -0.4883 1.8592 -3.5051
H 7.6201 2.5144 -1.4831
H -3.6207 0.0304 -1.0491
H -4.2023 -0.2359 -4.6009
C -3.0565 -1.7579 -2.8680
H 5.5376 5.7935 1.8589
H 1.6296 4.2814 -0.2977
H -4.9206 -1.9450 4.0092
H 0.9999 -1.4198 3.9182
C 5.5765 1.9228 -1.2060
H 1.4448 -3.4944 0.2957
H -0.6828 -3.8492 0.1128
H 2.4188 5.5345 1.6258
H -2.4343 2.8304 -3.3483
P -0.9398 0.1857 -2.7262
C -3.6881 0.4659 -2.0434
O 3.9422 1.3380 3.1889
C 7.0429 2.6240 0.5773
C -2.7607 0.9588 0.9841
H -1.3836 -0.1651 3.9127
O 0.2110 -2.1320 -0.6371
C 2.0412 -2.4633 -5.0191
H 8.0143 2.9626 0.9116
H -0.7729 -3.6448 -1.6660
H -2.3825 -2.4239 -3.3967
N 2.3528 1.8690 1.6878
H 1.1396 3.2378 -3.5031
C 4.5477 1.7517 -0.2950
C 6.0250 2.4289 1.4975
H 5.7342 6.7925 0.4218
C -0.2448 -1.7966 -4.6515
C 4.7711 2.0087 1.0580
O 1.8752 -0.8115 0.7230
*
```

Atom charges from the Mulliken analysis, given in e for atoms 1 to 8:
1 H 0.41
2 H 0.04
3 H 0.46
4 C -1.11
5 C 0.27
6 C -1.46
7 H 0.52
8 H 0.50


[6]
The following is a quantum chemistry calculation of a 2-piece molecular cluster, C5H12N2O overall at a distorted geometry, from the Open Molecules 2025 dataset.

Output
SMILES = C=N/C=C/CCN.O
Highest occupied orbital energy = -8.86 eV
Relative energy (zero: lowest compared OMol25 entry of this formula, charge and spin) = 3.070 eV
Orbital gap = 9.7381 eV

Geometry as ORCA input:
```
! RIJCOSX wB97M-V def2-TZVPD def2/J DEFGRID3
* xyz 0 1
H -2.2211 1.4887 0.1864
H -0.5835 1.6109 2.1414
H 0.8215 0.6152 -0.1274
C -0.4512 0.8576 1.3578
H -1.6520 -1.5980 0.1589
H 2.5285 0.1077 0.8652
H -1.0402 0.6074 -1.9490
H -2.4468 0.2826 1.4676
H 3.2045 0.8221 1.8647
H 1.3979 -1.5004 -1.7348
O 3.0948 -0.1062 1.6229
C -1.0239 -0.3701 -1.4869
C -1.8223 0.5773 0.6246
C -1.5572 -0.6209 -0.2882
N -0.6336 -1.4777 -2.2837
H 0.8017 -2.8199 -2.8187
H -0.2231 -0.1125 1.8004
C 0.5411 -1.9166 -2.2852
N 0.7335 1.3112 0.6095
H 0.5315 2.2416 0.2744
*
```

Atom charges from the Mulliken analysis, given in e for atoms 1 to 8:
1 H 0.36
2 H 0.45
3 H 0.22
4 C -0.77
5 H 0.33
6 H 0.27
7 H 0.40
8 H 0.29


| no. | total energy (eV) |
| --- | --- |
| 1 | -64747.606 |
| 2 | -6852.216 |
| 3 | -69850.067 |
| 4 | -117405.082 |
| 5 | -171393.739 |
| 6 | -10405.354 |